This record from OMol25 describes a structure of composition C61H51Br3N10O20. The level of theory is wB97M-V/def2-TZVPD.

Summary:
Multiplicity: 1
Frontier orbital gap, hartree: 0.31405
Calculated total energy, eV: -330035.3839
Highest occupied orbital energy, eV: -9.53

Geometry as XYZ:
```
145
Properties=species:S:1:pos:R:3:forces:R:3
C 2.703631 1.254999 3.793573 0.1 0.1 0.6
C 3.708191 0.558568 3.142571 -0.3 -0.7 -0.1
C 3.866690 -0.810733 3.381856 0.2 0.1 -0.3
C 3.120611 -1.448354 4.364475 0.3 1.3 -0.3
C 2.171385 -0.716646 5.065878 -0.2 -0.4 0.3
C 1.944815 0.615940 4.770066 0.0 -0.3 -0.2
N 3.367274 -2.854926 4.658819 -0.5 -0.7 -0.5
O 2.579812 -3.415340 5.400394 0.0 0.1 0.2
O 4.282611 -3.422954 4.091465 0.0 0.4 0.2
H 2.528743 2.305282 3.611137 0.1 -0.1 -0.2
H 4.336520 1.029131 2.398512 -0.1 0.1 -0.1
H 4.529225 -1.376677 2.741332 0.2 -0.1 0.3
H 1.566107 -1.195647 5.819399 0.2 0.0 0.1
H 1.147351 1.117312 5.302539 0.1 0.2 0.0
C -6.226685 -2.305171 -5.854794 -0.6 0.1 0.4
C -5.735594 -2.829968 -4.661477 1.0 -0.4 -1.0
C -4.582775 -2.298718 -4.107684 0.3 0.4 0.7
C -4.019728 -1.142556 -4.640481 -1.2 -1.3 -0.8
C -4.587385 -0.579245 -5.776334 1.2 0.4 0.0
C -5.677672 -1.158297 -6.406246 0.4 0.3 0.5
N -2.773481 -0.643831 -4.097248 -0.4 1.0 0.3
O -1.987561 -0.094307 -4.835987 0.2 -0.1 -0.3
O -2.644184 -0.700856 -2.885606 0.2 -0.4 0.3
H -7.086595 -2.796406 -6.291365 0.1 0.1 -0.2
H -6.045713 -3.826261 -4.376156 -0.3 0.2 0.4
H -4.076684 -2.782605 -3.280301 -0.2 0.0 0.1
H -4.051344 0.265368 -6.194680 -0.3 0.1 -0.1
H -6.018027 -0.666958 -7.305849 -0.3 -0.3 -0.1
C 0.993489 -3.063128 -4.494414 0.1 -0.6 0.1
C 0.555850 -3.898487 -3.465186 0.0 0.5 0.1
C -0.692708 -4.495653 -3.522619 -0.3 0.0 -0.4
C -1.511885 -4.195503 -4.602003 0.9 0.5 0.0
C -1.078911 -3.364480 -5.644008 -0.6 -1.0 -0.1
C 0.212235 -2.886999 -5.632520 -0.2 0.7 0.4
N -2.794047 -4.860149 -4.690457 -1.1 -1.3 -0.8
O -3.248291 -5.464393 -3.731480 0.4 0.5 0.6
O -3.354527 -4.902637 -5.773591 0.3 0.7 -0.1
H 1.968886 -2.603334 -4.399847 0.0 0.0 -0.1
H 1.151300 -4.010122 -2.569389 0.1 -0.1 -0.1
H -1.053747 -5.210974 -2.798409 0.1 0.2 0.2
H -1.729225 -3.194536 -6.491028 0.0 0.0 0.1
H 0.529268 -2.271397 -6.463093 0.2 0.0 0.1
C -4.545255 2.890685 -0.393611 0.6 0.7 0.1
C -4.183591 1.877263 -1.266259 -1.2 0.6 0.4
C -5.192183 1.308473 -2.052503 2.2 -1.2 0.7
C -6.495432 1.626137 -1.830742 -0.5 0.7 -0.1
C -6.853367 2.633130 -0.919900 -0.3 0.0 -0.7
C -5.863787 3.344378 -0.266305 0.2 -1.0 -0.2
N -7.531981 0.914207 -2.623785 0.1 0.0 1.1
O -7.179229 0.018124 -3.357448 0.1 0.1 -0.3
O -8.680490 1.229336 -2.396093 -0.3 0.0 -0.3
H -3.741178 3.369023 0.156502 -0.2 0.1 0.2
H -3.167311 1.511902 -1.268392 0.0 0.0 -0.3
H -4.814650 0.462049 -2.614268 -0.8 0.1 -0.5
H -7.890605 2.903121 -0.782637 0.0 -0.1 -0.1
H -6.153148 4.176926 0.356810 0.2 0.0 0.2
C 8.889828 -1.681371 -2.307805 -0.5 1.0 -0.2
C 8.304927 -0.459163 -2.666481 1.2 -0.4 0.2
C 6.984412 -0.367038 -3.023829 -0.8 0.1 -0.2
C 6.184777 -1.511349 -2.960014 1.3 0.3 0.6
C 6.738169 -2.722625 -2.561538 -0.8 0.5 -0.5
C 8.101836 -2.802990 -2.326334 -0.1 -1.1 0.2
N 4.765560 -1.429551 -3.283511 0.6 -0.6 0.3
O 4.443352 -0.755979 -4.229311 -0.2 0.7 -0.7
O 4.013357 -2.087562 -2.607284 -0.5 -0.4 0.3
H 9.921664 -1.657496 -1.987832 0.1 -0.4 -0.2
H 8.997476 0.372392 -2.704406 -0.5 0.4 0.0
H 6.557481 0.584585 -3.314727 -0.1 -0.1 -0.1
H 6.073338 -3.571106 -2.474919 0.2 -0.2 -0.1
H 8.509226 -3.797261 -2.185514 0.1 0.1 0.4
C 2.007308 0.419142 -2.427713 -0.1 -0.1 -0.1
C 0.640659 0.203552 -2.383147 0.0 0.3 0.3
C -0.072708 0.653903 -1.281986 -0.7 -0.8 0.5
C 0.565227 1.161689 -0.164130 1.5 -0.1 -0.6
C 1.975130 1.277313 -0.164930 -0.7 0.8 -0.3
C 2.653559 0.976944 -1.331348 0.0 -0.3 -0.1
N -0.196029 1.655749 0.977683 -0.1 0.1 -0.6
O -1.407032 1.514454 0.988619 0.0 -0.3 -0.1
O 0.423532 2.262587 1.823190 0.1 0.2 0.6
H 2.576033 0.147988 -3.308102 -0.1 0.0 0.1
H 0.098127 -0.307533 -3.165322 0.1 0.2 -0.2
H -1.136247 0.456930 -1.249021 0.0 0.2 0.0
H 2.546320 1.762970 0.614514 -0.3 -0.2 0.3
H 3.716225 1.168896 -1.385511 0.0 -0.1 0.1
C 9.088296 4.783297 -1.597437 0.1 -0.7 -0.4
C 7.708808 4.958315 -1.513027 0.8 0.2 0.1
C 6.941077 3.953127 -0.972291 -1.4 0.0 0.5
C 7.481909 2.751572 -0.570785 1.0 0.1 0.1
C 8.856244 2.567945 -0.644324 -0.1 -0.3 -0.1
C 9.649038 3.579849 -1.167879 -0.2 0.0 0.0
N 6.652034 1.653265 -0.000714 0.7 1.4 -0.7
O 7.214621 0.622627 0.242145 0.0 -0.8 0.4
O 5.476799 1.891565 0.147371 -0.7 -0.2 0.3
H 9.751602 5.489291 -2.078070 -0.2 0.3 0.2
H 7.229517 5.879469 -1.811322 0.1 0.0 -0.1
H 5.891841 4.151913 -0.780412 0.0 -0.2 -0.3
H 9.284223 1.627152 -0.327626 0.0 0.0 0.0
H 10.708926 3.394047 -1.273673 0.0 0.1 0.1
C -5.636671 -2.680920 -0.475571 0.0 1.3 0.0
C -5.009031 -1.544658 0.059424 -0.6 -1.1 -0.3
C -3.653150 -1.555808 0.314118 -0.7 1.0 0.0
C -2.914924 -2.642879 -0.119438 -0.4 0.5 0.3
C -3.517174 -3.754672 -0.681587 0.4 -0.2 0.3
C -4.905858 -3.794816 -0.812079 0.4 -0.3 0.0
N -1.471373 -2.594717 0.067413 1.6 -0.4 0.3
O -0.968296 -1.707926 0.740369 -0.8 0.2 -0.1
O -0.779805 -3.469962 -0.425642 -0.6 -0.2 -0.3
H -6.695774 -2.580386 -0.678462 -0.1 -0.4 0.1
H -5.652384 -0.703914 0.279435 0.3 0.2 0.2
H -3.289648 -0.659230 0.799839 0.8 -0.3 -0.1
H -2.844870 -4.565188 -0.933011 -0.3 -0.2 -0.2
H -5.415381 -4.684063 -1.156295 0.2 0.0 -0.2
C -3.923748 3.136962 3.447820 -0.3 0.1 0.4
C -2.569430 3.296476 3.217469 -0.2 0.1 0.0
C -1.686819 3.316141 4.288149 0.1 -0.3 -0.5
C -2.170429 3.172903 5.574063 0.0 0.2 -0.6
C -3.528990 3.053529 5.825729 -0.7 -0.4 0.1
C -4.407412 3.014408 4.755028 0.4 0.0 -0.8
N -1.178598 3.157762 6.648246 -0.5 0.1 0.7
O -0.004218 3.247135 6.385618 0.7 0.0 -0.7
O -1.597862 3.078964 7.778610 -0.5 -0.1 0.5
H -4.613864 3.112518 2.613615 0.0 -0.1 0.0
H -2.221734 3.362662 2.195788 0.2 0.0 0.2
H -0.623047 3.347942 4.101621 0.0 0.1 0.1
H -3.991316 2.883810 6.787621 0.6 0.1 0.3
H -5.460619 2.829004 4.908770 0.0 0.1 0.2
C -1.033234 -1.441924 4.042360 -0.7 -0.5 -0.1
C -2.151778 -0.615498 3.920480 0.9 0.8 0.5
C -2.904216 -0.286899 5.041788 -0.8 -0.7 -0.3
C -2.702925 -0.959735 6.255375 0.3 0.5 -1.8
C -1.643324 -1.829118 6.348658 0.6 -0.3 0.6
C -0.800389 -2.055819 5.256523 -0.2 0.0 0.7
N -3.614135 -0.714090 7.355019 0.0 0.2 0.8
O -3.379360 -1.235054 8.423693 0.3 -0.4 0.1
O -4.560219 0.023050 7.169786 -0.2 0.2 -0.4
H -0.436346 -1.698428 3.177068 0.1 0.2 0.0
H -2.300893 -0.070534 2.996721 -0.2 -0.1 -0.1
H -3.742851 0.380883 4.910807 0.0 0.1 0.2
H -1.410820 -2.291621 7.299927 -0.2 -0.1 0.0
H 0.056337 -2.693019 5.427267 0.0 -0.1 -0.2
C 2.371754 5.042967 3.208950 0.7 0.9 -0.1
Br 1.978141 6.932680 2.809904 0.0 -0.7 0.2
Br 3.105354 4.862852 4.995632 -0.4 0.0 -0.4
Br 3.651153 4.389872 1.890815 -0.3 -0.1 0.2
H 1.444710 4.493749 3.110191 0.1 -0.1 0.1
```
Forces are in eV/Å.



This record from OMol25 describes a structure of composition C5H3NO2. The level of theory is wB97M-V/def2-TZVPD.

Summary:
Multiplicity: 1
Frontier orbital gap, hartree: 0.36493
Calculated total energy, eV: -10815.3230
Highest occupied orbital energy, eV: -9.28
Energy above the lowest of the compared OMol25 structures with the same formula, charge and spin, eV: 2.0914

Geometry as XYZ:
```
11
Properties=species:S:1:pos:R:3:forces:R:3
C 2.015365 -0.685695 -0.163877 -2.3 0.7 0.9
C 0.374204 0.371527 -0.702484 2.7 -1.0 0.5
C -0.884314 0.842332 -0.832629 0.1 0.7 -1.9
C -0.699275 -0.575720 1.034715 1.5 1.6 1.5
C 0.596075 -0.457369 0.404354 -2.7 -0.3 0.6
H -1.307390 1.344452 -1.794291 0.3 -0.8 2.6
H -2.362310 0.729979 0.722361 0.8 -0.7 -0.6
H -1.002341 -0.823349 2.158019 0.6 0.2 -3.0
N -1.508817 0.318018 0.310145 -0.8 -0.5 0.4
O 2.989219 -1.286412 0.028509 1.4 -1.0 0.4
O 1.789582 0.222237 -1.164823 -1.6 1.0 -1.3
```
Forces are in eV/Å.



This record from OMol25 describes a cluster of 5 separate species, H10O5 in total. The level of theory is wB97M-V/def2-TZVPD.

Summary:
Multiplicity: 1
Frontier orbital gap, hartree: 0.39624
Calculated total energy, eV: -10399.7590
Highest occupied orbital energy, eV: -10.63
Structure (SMILES): O.O.O.O.O
Energy above the lowest of the compared OMol25 structures with the same formula, charge and spin, eV: 1.0905

Geometry as XYZ:
```
15
Properties=species:S:1:pos:R:3:forces:R:3
O 1.085467 -1.109533 2.566600 -0.1 -1.6 0.3
H 1.289467 -0.225533 2.758600 0.7 1.8 0.6
H 0.390467 -1.019533 1.921600 -0.4 -0.3 -0.7
O -3.075533 -0.135533 -0.052400 -0.1 -0.9 1.7
H -3.650533 -0.398533 -0.742400 -1.0 -0.4 -1.1
H -2.472533 0.465467 -0.429400 1.1 1.3 -0.7
O 1.373467 1.693467 0.400600 1.9 2.0 -0.2
H 0.980467 2.188467 1.105600 0.0 0.8 0.6
H 0.784467 0.998467 0.338600 -2.0 -2.7 -0.4
O -0.179533 -0.756533 0.162600 0.7 0.5 0.1
H -1.003533 -1.026533 -0.201400 -1.4 -0.4 -0.1
H 0.400467 -0.737533 -0.608400 0.5 -0.2 -0.3
O 1.337467 -0.373533 -2.268400 0.9 1.4 0.2
H 0.742467 0.089467 -2.868400 -0.2 -0.2 -0.1
H 1.997467 0.347467 -2.083400 -0.7 -1.1 0.0
```
Forces are in eV/Å.



This record from OMol25 describes a cluster of 2 separate species, C5H8O2 in total. The level of theory is wB97M-V/def2-TZVPD.

Summary:
Multiplicity: 1
Frontier orbital gap, hartree: 0.33937
Calculated total energy, eV: -9402.7203
Highest occupied orbital energy, eV: -8.56
Energy above the lowest of the compared OMol25 structures with the same formula, charge and spin, eV: 7.1119

Geometry as XYZ:
```
15
Properties=species:S:1:pos:R:3:forces:R:3
O -1.925614 1.290552 1.328963 0.1 0.2 -0.1
C -0.609532 1.385738 1.363833 -0.3 0.5 0.9
C -0.297359 -0.899020 0.291462 -0.1 0.1 -0.1
C 0.582354 -1.275442 -0.879369 0.3 -0.7 -0.2
C 1.504324 -0.060473 -0.644429 0.3 -0.1 -0.1
C 0.059591 0.417826 -0.689372 -0.1 0.1 -0.1
O -0.231772 -0.478484 -1.791401 0.1 -0.3 -0.5
H -2.249716 1.943497 0.687113 -0.1 -0.1 0.2
H -0.306808 0.607765 2.090448 -0.2 0.3 0.2
H 0.128468 -1.115811 1.286153 0.0 0.6 -0.4
H -1.338654 -1.232784 0.253177 0.2 0.2 -0.2
H 0.846011 -2.276838 -1.204873 0.1 -0.1 0.0
H 2.029825 0.028957 0.310921 -0.1 -0.1 -0.2
H 2.112133 0.235988 -1.499674 -0.1 0.0 0.0
H -0.253521 1.446237 -0.909138 -0.2 -0.5 0.6
```
Forces are in eV/Å.